Record 1
113
Properties=species:S:1:pos:R:3:forces:R:3:mulliken_charge:R:1 method="wB97M-V/def2-TZVPD" homo_ha=-0.338 charge=0 orbital_gap_ev=9.254
C 3.026 -1.835 4.101 0.36 0.30 -0.27 -1.20
Si 2.676 -0.773 2.610 -0.54 -0.42 0.02 -0.12
C 2.276 -1.707 1.023 -0.04 0.30 -0.01 -0.06
C 1.419 -2.959 1.253 0.10 -0.37 -0.02 -0.78
N 2.202 -4.100 1.774 -0.14 0.37 -0.14 -0.47
C 1.232 0.374 2.901 0.29 0.01 -0.50 0.02
B 0.970 1.432 1.759 -0.08 -0.26 0.06 0.64
O 1.932 1.976 0.922 -0.48 0.00 -0.21 -0.20
O -0.323 1.840 1.550 0.08 0.22 0.42 -0.60
S 4.583 0.389 2.419 0.27 -0.01 0.38 1.33
C 5.203 0.279 0.743 0.14 0.21 -0.08 -1.05
O 5.544 -0.314 3.250 0.09 -0.29 -0.03 -0.75
O 4.350 1.783 2.738 -0.16 0.32 -0.15 -0.63
H 3.551 -1.214 4.829 -0.14 -0.04 0.14 0.38
H 2.107 -2.232 4.528 -0.02 -0.08 0.05 0.36
H 3.715 -2.632 3.826 -0.07 -0.10 0.10 0.35
H 3.144 -1.980 0.421 0.02 -0.09 0.05 0.34
H 1.674 -1.019 0.413 0.06 0.00 -0.07 0.32
H 0.970 -3.249 0.303 -0.06 0.06 -0.03 0.30
H 0.580 -2.741 1.919 -0.02 -0.01 0.02 0.23
H 3.179 -3.839 1.735 0.11 -0.22 0.10 0.09
H 1.965 -4.282 2.739 0.10 0.00 0.07 0.31
H 0.358 -0.284 2.907 -0.05 0.01 0.26 -0.56
H 1.313 0.847 3.881 -0.04 0.05 0.05 0.53
H 2.350 1.324 0.358 0.43 -0.04 0.01 0.14
H -0.334 2.508 0.861 -0.13 0.07 -0.27 0.18
H 6.199 -0.152 0.818 -0.02 -0.08 -0.03 0.39
H 5.266 1.287 0.337 -0.10 0.01 -0.02 0.28
H 4.571 -0.357 0.128 -0.01 -0.03 -0.01 0.32
O -1.400 2.493 7.708 0.00 -0.02 0.05 -0.57
C -1.398 3.064 6.655 -0.05 0.09 0.00 0.71
O -0.312 2.952 5.862 0.04 -0.11 0.00 -0.40
C -0.261 3.485 4.536 0.00 0.17 -0.06 0.50
C 0.108 4.954 4.519 -0.04 0.03 0.13 -1.20
C -2.554 3.937 6.221 -0.07 -0.14 -0.17 -0.85
H -1.189 3.280 4.003 0.00 0.01 0.00 0.25
H 0.516 2.909 4.043 0.04 -0.04 0.02 -0.39
H -0.637 5.565 5.028 -0.04 0.00 -0.04 0.35
H 0.199 5.308 3.492 0.01 -0.02 -0.01 0.32
H 1.062 5.105 5.025 0.02 -0.02 -0.03 0.36
H -2.452 4.905 6.710 0.00 0.02 0.01 0.26
H -3.473 3.472 6.568 0.03 0.02 0.11 0.30
H -2.630 4.091 5.148 0.05 0.06 0.02 0.30
O -1.483 -1.698 0.143 0.06 -0.03 -0.01 -0.57
C -2.449 -1.342 0.765 0.09 0.18 0.02 0.65
O -3.640 -1.318 0.147 -0.03 -0.18 -0.11 -0.34
C -4.864 -1.016 0.824 -0.20 0.12 0.02 -0.40
C -5.084 0.476 0.960 0.12 0.04 -0.02 -0.98
C -2.324 -0.855 2.188 -0.14 -0.20 0.16 -0.54
H -4.914 -1.531 1.785 0.07 0.01 0.01 0.40
H -5.640 -1.447 0.194 0.04 -0.05 -0.03 0.30
H -4.311 0.946 1.569 -0.02 -0.02 0.04 0.28
H -6.052 0.674 1.420 -0.02 -0.01 -0.01 0.38
H -5.061 0.947 -0.023 -0.03 -0.01 -0.01 0.26
H -1.977 0.178 2.149 0.02 0.01 0.03 -0.04
H -1.564 -1.462 2.674 0.07 0.05 -0.03 0.15
H -3.228 -0.908 2.789 -0.05 0.05 -0.10 0.41
O -9.461 -2.879 -1.634 -0.03 -0.01 0.03 -0.58
C -8.675 -2.493 -2.456 -0.05 0.11 -0.04 0.72
O -7.365 -2.498 -2.147 0.06 -0.11 0.06 -0.38
C -6.337 -2.159 -3.090 0.14 0.06 -0.05 -0.62
C -6.120 -0.667 -3.193 -0.20 0.07 0.03 -0.23
C -9.127 -1.959 -3.797 0.08 -0.19 -0.13 -0.87
H -6.539 -2.619 -4.059 -0.05 0.02 0.01 0.44
H -5.442 -2.636 -2.694 -0.01 -0.01 0.04 0.32
H -7.008 -0.149 -3.559 -0.02 -0.06 -0.05 0.30
H -5.289 -0.442 -3.859 0.01 -0.01 0.08 0.09
H -5.889 -0.261 -2.208 0.09 0.00 -0.01 -0.04
H -9.446 -0.926 -3.661 0.00 0.02 0.01 0.24
H -9.983 -2.545 -4.119 -0.06 0.05 0.08 0.31
H -8.371 -1.992 -4.577 0.01 0.07 0.03 0.31
O 4.647 -3.708 -0.269 0.07 0.07 -0.01 -0.58
C 4.779 -4.902 -0.189 -0.09 -0.05 -0.11 0.88
O 5.759 -5.381 0.595 -0.01 0.10 0.11 -0.36
C 5.917 -6.775 0.878 0.04 -0.16 0.01 -0.43
C 6.683 -7.497 -0.210 0.00 0.09 -0.08 -0.97
C 3.903 -5.849 -0.970 -0.13 -0.05 0.16 -1.06
H 4.948 -7.234 1.079 -0.01 0.01 -0.04 0.35
H 6.479 -6.799 1.809 0.00 0.05 0.01 0.33
H 6.155 -7.470 -1.163 -0.04 -0.03 0.01 0.28
H 6.834 -8.541 0.067 0.00 0.00 0.02 0.36
H 7.657 -7.031 -0.355 0.01 -0.02 0.03 0.30
H 4.283 -5.907 -1.990 0.01 0.00 -0.02 0.32
H 2.901 -5.428 -0.992 0.03 0.08 -0.04 0.23
H 3.840 -6.852 -0.557 0.07 0.00 -0.04 0.36
O -3.198 0.445 -4.001 0.02 0.06 -0.02 -0.50
C -2.505 0.728 -4.940 0.12 -0.14 0.01 0.75
O -3.104 1.102 -6.087 -0.09 0.07 0.02 -0.39
C -2.373 1.566 -7.228 0.07 0.02 -0.12 -0.42
C -1.855 0.426 -8.080 -0.02 -0.09 0.08 -0.97
C -1.000 0.612 -4.876 0.04 0.26 -0.01 -0.97
H -1.579 2.248 -6.921 0.01 -0.03 0.01 0.38
H -3.097 2.154 -7.791 -0.03 0.00 0.03 0.31
H -1.145 -0.196 -7.535 0.04 0.04 0.00 0.28
H -1.357 0.816 -8.967 -0.01 0.01 -0.01 0.36
H -2.681 -0.211 -8.395 -0.01 0.02 -0.03 0.30
H -0.734 -0.434 -5.025 0.00 -0.02 0.00 0.25
H -0.683 0.906 -3.879 -0.04 -0.10 0.05 0.26
H -0.465 1.219 -5.601 -0.01 -0.07 -0.03 0.35
O 3.361 4.988 -3.682 -0.01 -0.03 -0.05 -0.58
C 3.357 5.381 -2.548 -0.11 -0.03 0.07 0.76
O 4.362 5.015 -1.732 0.12 0.04 -0.08 -0.38
C 4.498 5.511 -0.393 -0.02 0.00 0.17 -0.64
C 3.644 4.732 0.582 -0.04 0.00 -0.08 -0.47
C 2.225 6.228 -2.009 0.13 0.21 0.00 -0.87
H 4.302 6.584 -0.362 -0.03 -0.02 -0.02 0.39
H 5.552 5.376 -0.159 0.02 -0.03 -0.05 0.34
H 2.582 4.824 0.352 0.00 0.04 0.02 0.13
H 3.807 5.082 1.601 0.04 -0.01 0.01 0.41
H 3.892 3.674 0.546 0.02 -0.01 0.08 0.06
H 1.398 5.566 -1.753 -0.01 -0.02 0.01 0.20
H 1.899 6.896 -2.802 -0.04 -0.09 -0.06 0.31
H 2.479 6.825 -1.138 -0.03 -0.07 0.03 0.31

Record 2
100
Properties=species:S:1:pos:R:3:forces:R:3:mulliken_charge:R:1 method="wB97M-V/def2-TZVPD" homo_ha=-0.298 charge=0 orbital_gap_ev=8.713
C 0.994 5.694 -2.873 0.15 0.01 0.13 -0.98
C 0.194 5.239 -1.672 0.11 -0.30 -0.24 0.63
O -0.346 6.018 -0.926 -0.34 0.18 0.01 -0.59
N 0.067 3.859 -1.523 0.07 0.12 0.37 -0.08
C 1.301 3.069 -1.434 -0.10 -0.09 -0.28 -1.17
C 2.238 3.438 -0.267 -0.02 -0.03 0.01 -0.23
C 3.642 3.819 -0.740 -0.05 -0.01 0.03 -0.15
C 4.702 3.847 0.362 0.04 0.07 -0.04 -1.23
C 4.816 5.155 1.132 0.21 0.01 -0.04 0.27
C 5.401 6.316 0.320 -0.14 -0.01 -0.07 -1.09
C 4.661 7.537 0.860 0.23 0.07 -0.19 0.69
C 4.455 8.701 -0.102 -0.01 0.01 -0.01 -1.45
C 3.349 6.930 1.332 0.15 0.02 0.06 0.33
O 2.301 7.475 1.490 -0.04 0.04 0.09 -0.58
O 3.523 5.607 1.570 -0.14 -0.11 -0.10 -0.38
H 2.004 5.971 -2.563 -0.01 0.00 0.00 0.08
H 0.518 6.587 -3.271 -0.01 0.01 -0.02 0.37
H 1.059 4.923 -3.637 0.00 0.03 -0.02 0.35
H -0.561 3.668 -0.750 0.09 0.05 0.07 0.21
H 1.832 3.162 -2.385 -0.01 0.02 0.02 0.42
H 0.997 2.025 -1.359 -0.01 -0.02 -0.06 0.38
H 1.800 4.252 0.312 0.02 -0.02 0.02 0.29
H 2.322 2.584 0.411 -0.02 0.02 0.03 0.40
H 3.599 4.789 -1.245 0.02 -0.02 -0.05 -0.23
H 3.955 3.097 -1.499 0.02 -0.01 0.00 0.54
H 5.689 3.681 -0.080 0.02 -0.04 0.04 0.33
H 4.535 3.024 1.061 -0.06 0.00 -0.01 0.47
H 5.420 4.976 2.025 0.00 0.07 0.07 0.38
H 5.160 6.197 -0.740 0.03 -0.06 0.00 0.29
H 6.485 6.364 0.412 -0.01 0.04 0.02 0.38
H 5.194 7.902 1.744 -0.23 -0.05 0.15 0.30
H 3.531 9.225 0.139 0.01 0.02 0.05 0.36
H 5.276 9.414 -0.043 0.04 -0.03 -0.05 0.36
H 4.385 8.350 -1.133 -0.04 -0.02 0.01 0.34
C -1.741 1.002 0.508 0.01 0.10 0.00 -1.16
C -2.533 0.539 -0.704 -0.01 0.00 0.00 -0.46
N -1.852 -0.508 -1.444 0.00 -0.01 0.01 0.19
C -2.404 -0.744 -2.767 0.02 0.01 -0.08 -0.70
C -3.839 -1.273 -2.866 0.01 -0.02 -0.03 -0.99
C -1.505 -1.693 -0.675 0.07 -0.08 0.05 -0.15
C -2.635 -2.448 0.035 0.01 -0.07 0.01 -0.78
H -0.726 1.273 0.211 0.01 -0.02 0.03 0.06
H -2.218 1.875 0.958 0.00 0.00 0.00 0.50
H -1.676 0.236 1.281 0.00 -0.03 -0.02 0.15
H -2.657 1.384 -1.387 -0.01 -0.01 -0.01 0.59
H -3.547 0.254 -0.380 0.01 -0.01 0.00 0.17
H -1.732 -1.432 -3.288 0.00 -0.01 0.02 0.37
H -2.347 0.205 -3.310 -0.01 0.01 0.03 0.39
H -3.914 -2.318 -2.567 0.00 0.01 0.03 0.21
H -4.184 -1.203 -3.899 0.00 0.00 0.00 0.41
H -4.527 -0.692 -2.250 0.00 0.01 0.00 0.27
H -0.765 -1.404 0.075 -0.02 0.04 0.01 0.38
H -0.980 -2.376 -1.348 -0.03 0.02 -0.03 -0.34
H -3.294 -1.775 0.586 0.03 0.01 0.02 0.06
H -2.212 -3.143 0.762 0.00 0.00 0.00 0.46
H -3.243 -3.029 -0.659 -0.03 0.04 0.00 0.28
C -3.707 0.230 3.956 -0.01 0.01 -0.01 -1.37
C -4.620 -0.971 3.763 0.00 0.01 0.02 -0.52
N -3.907 -2.236 3.774 -0.01 0.02 0.00 0.36
C -4.706 -3.354 3.304 -0.01 -0.06 -0.10 -0.69
C -5.937 -3.758 4.124 0.00 -0.04 -0.01 -1.21
C -3.083 -2.485 4.946 0.06 -0.01 0.04 -0.74
C -3.762 -2.442 6.320 0.03 -0.02 0.01 -1.01
H -2.888 0.209 3.237 0.01 -0.01 0.01 0.22
H -4.271 1.152 3.808 0.00 0.00 0.00 0.45
H -3.281 0.266 4.959 0.00 -0.01 0.00 0.32
H -5.110 -0.891 2.788 -0.01 -0.01 0.00 0.51
H -5.425 -0.925 4.514 0.00 -0.01 0.00 0.31
H -4.046 -4.220 3.201 0.02 0.02 0.02 0.44
H -5.035 -3.107 2.289 0.00 0.04 0.01 0.32
H -5.665 -4.255 5.055 0.00 0.03 0.01 0.25
H -6.546 -4.457 3.548 0.00 0.00 0.00 0.44
H -6.563 -2.899 4.366 0.00 0.00 -0.01 0.28
H -2.268 -1.758 4.945 -0.02 0.02 -0.02 0.40
H -2.606 -3.459 4.805 -0.02 -0.01 0.00 0.40
H -4.391 -1.557 6.430 0.01 0.01 0.00 0.26
H -3.003 -2.402 7.104 0.00 -0.01 0.00 0.39
H -4.380 -3.319 6.507 -0.03 0.02 -0.02 0.25
C -0.274 -5.325 -1.854 -0.04 0.04 0.02 -1.45
C 0.993 -4.636 -2.337 -0.01 0.00 -0.01 -0.32
N 2.204 -5.328 -1.933 -0.02 0.00 -0.02 0.09
C 3.410 -4.536 -2.102 0.05 0.03 0.05 -0.71
C 3.820 -4.139 -3.525 0.03 0.00 0.01 -0.99
C 2.293 -6.725 -2.326 0.01 -0.06 0.00 -0.71
C 2.170 -7.058 -3.818 0.02 -0.03 0.01 -0.95
H -0.234 -5.494 -0.777 0.01 -0.01 0.00 0.31
H -1.139 -4.696 -2.070 -0.01 -0.01 0.00 0.40
H -0.439 -6.284 -2.347 0.02 0.00 -0.01 0.40
H 1.039 -3.635 -1.898 0.02 0.00 -0.01 0.48
H 0.923 -4.489 -3.427 0.00 0.00 0.00 0.17
H 4.233 -5.080 -1.631 -0.01 -0.01 -0.01 0.39
H 3.276 -3.622 -1.515 -0.03 0.00 -0.01 0.39
H 4.207 -4.985 -4.092 -0.03 -0.01 -0.01 0.23
H 4.610 -3.386 -3.482 0.00 0.00 0.00 0.40
H 2.986 -3.709 -4.081 0.00 0.00 0.01 0.27
H 1.517 -7.275 -1.789 -0.02 0.03 0.00 0.36
H 3.241 -7.109 -1.944 0.01 0.01 -0.01 0.37
H 1.321 -6.547 -4.276 -0.01 -0.01 0.01 0.25
H 2.009 -8.131 -3.942 0.01 0.00 0.00 0.38
H 3.064 -6.793 -4.380 -0.02 0.04 -0.01 0.25